The following is a DFT calculation (wB97M-V/def2-TZVPD) of a molecular structure, C4H6FNS in a non-equilibrium geometry.

Gap between HOMO and LUMO (Ha): 0.3204
LUMO level (eV): 0.349
Charge: 0
Relative energy (zero: lowest compared OMol25 entry of this formula, charge and spin) (kcal/mol): 63.34

XYZ file:
```
13
C4H6FNS | the OMol25 dataset | wB97M-V/def2-TZVPD
C 0.50746 1.14394 0.19461
C -1.01186 0.72433 -0.25180
C -0.97175 -0.86640 0.20143
C 1.30574 -0.12845 -0.25059
H 0.62305 0.98379 1.36963
H -0.81606 0.80931 -1.44418
H -1.88332 1.37006 0.10751
H -2.02388 -1.66109 -0.06235
H -0.83849 -1.04746 1.29535
H 0.61120 -2.22430 -0.42993
N 0.41610 -1.12393 -0.49335
F 1.10274 2.27079 -0.21744
S 2.97907 -0.25059 -0.01890
```

Atom charges from the Löwdin analysis, given in e for atoms 1 to 8: C -0.389; C -0.097; C -0.141; C -0.810; H 0.175; H 0.151; H 0.110; H 0.187